{"formula": "C48H96O24", "method": "the ωB97M-V functional and the def2-TZVPD basis", "elements": ["C", "C", "O", "C", "O", "O", "C", "H", "H", "H", "H", "H", "H", "H", "H", "C", "C", "O", "C", "O", "O", "C", "H", "H", "H", "H", "H", "H", "H", "H", "C", "C", "O", "C", "O", "O", "C", "H", "H", "H", "H", "H", "H", "H", "H", "C", "C", "O", "C", "O", "O", "C", "H", "H", "H", "H", "H", "H", "H", "H", "C", "C", "O", "C", "O", "O", "C", "H", "H", "H", "H", "H", "H", "H", "H", "C", "C", "O", "C", "O", "O", "C", "H", "H", "H", "H", "H", "H", "H", "H", "C", "C", "C", "O", "C", "H", "H", "H", "H", "H", "H", "H", "H", "C", "C", "C", "O", "C", "H", "H", "H", "H", "H", "H", "H", "H", "C", "C", "C", "O", "C", "H", "H", "H", "H", "H", "H", "H", "H", "C", "C", "C", "O", "C", "H", "H", "H", "H", "H", "H", "H", "H", "C", "C", "C", "O", "C", "H", "H", "H", "H", "H", "H", "H", "H", "C", "C", "C", "O", "C", "H", "H", "H", "H", "H", "H", "H", "H"], "positions_angstrom": [[-5.953438, -1.936478, 1.359181], [-7.129644, -1.053042, 1.840780], [-6.820539, -0.704727, 3.118302], [-7.227960, 0.550450, 3.623963], [-7.776681, 1.412661, 2.903641], [-6.860835, 0.559942, 4.908251], [-7.322438, 1.620449, 5.798740], [-5.774058, -1.773964, 0.296394], [-6.231094, -2.982815, 1.486440], [-5.010329, -1.797228, 1.887623], [-8.041081, -1.636089, 1.708676], [-7.178081, -0.146385, 1.237679], [-6.534388, 2.363063, 5.923621], [-7.712588, 1.121421, 6.685786], [-8.207900, 2.138984, 5.431084], [-0.996149, -3.239282, 5.118438], [-0.934113, -1.691999, 5.354788], [-0.740229, -1.438618, 6.755031], [-0.161099, -0.343970, 7.189362], [0.291867, 0.579796, 6.469865], [-0.251068, -0.310324, 8.535830], [0.005963, 0.826051, 9.326524], [-0.877035, -3.468010, 4.059394], [-1.996839, -3.591049, 5.369386], [-0.242346, -3.725074, 5.738028], [-1.894551, -1.222999, 5.140999], [-0.107983, -1.245683, 4.801249], [1.067316, 0.937984, 9.548131], [-0.477556, 0.890075, 10.301312], [-0.187799, 1.752257, 8.785517], [0.737766, 5.729021, -5.824410], [0.057344, 4.463564, -5.422241], [0.951400, 3.643362, -4.671826], [0.562387, 2.464758, -4.033173], [1.304797, 1.715023, -3.387988], [-0.797613, 2.289102, -4.185105], [-1.388327, 1.059229, -3.732860], [1.764778, 5.540878, -6.137354], [0.779138, 6.509001, -5.064125], [0.179060, 6.097099, -6.684912], [-0.330981, 3.981323, -6.319314], [-0.772962, 4.731158, -4.768722], [-1.364487, 0.333211, -4.545529], [-2.421487, 1.335928, -3.522797], [-0.956579, 0.621436, -2.832844], [8.454646, 3.998664, -5.352427], [8.572995, 2.522505, -5.254324], [7.610863, 2.019970, -4.354330], [6.378408, 1.729863, -4.622902], [5.875570, 1.678475, -5.781429], [5.747432, 1.428230, -3.491786], [4.468284, 0.908648, -3.438570], [8.464526, 4.517491, -4.393877], [7.492127, 4.272624, -5.784416], [9.258133, 4.344209, -6.002902], [9.609744, 2.333364, -4.975972], [8.506564, 2.095077, -6.254822], [3.733471, 1.666155, -3.711219], [4.286954, 0.458804, -2.462422], [4.440442, 0.087165, -4.154463], [-2.193766, -4.150743, -3.612617], [-3.626486, -3.590539, -3.750660], [-4.348458, -4.436437, -4.659466], [-5.255109, -5.389464, -4.267000], [-5.590997, -5.601184, -3.112196], [-5.759306, -5.981883, -5.342863], [-6.909857, -6.674785, -5.453139], [-1.474959, -3.490292, -3.127617], [-1.704852, -4.507328, -4.519204], [-2.193517, -5.032321, -2.971576], [-3.736842, -2.557950, -4.081833], [-4.152472, -3.625525, -2.796612], [-6.754215, -7.543797, -6.092422], [-7.825651, -6.157528, -5.739275], [-7.221282, -6.973530, -4.452201], [-2.512597, -1.247315, -1.260804], [-1.715130, -1.831165, -0.081636], [-0.611496, -0.986583, 0.124406], [0.333943, -1.458161, 1.029038], [0.178047, -2.513551, 1.655067], [1.392454, -0.737087, 1.077302], [1.707485, 0.407826, 0.252104], [-3.417064, -1.806996, -1.499112], [-1.898922, -1.147729, -2.156116], [-2.823216, -0.238567, -0.988682], [-1.383368, -2.849622, -0.283542], [-2.194432, -1.872629, 0.896448], [1.515166, 1.300705, 0.846982], [1.126404, 0.420087, -0.670014], [2.764008, 0.380560, -0.014571], [-2.267859, -6.284720, 0.560585], [-3.641123, -6.483728, -0.118469], [-4.100450, -5.052837, -0.097435], [-3.793457, -4.625571, 1.191394], [-2.547736, -5.264269, 1.632732], [-1.605637, -5.768548, -0.134488], [-1.822099, -7.162729, 1.028027], [-4.351662, -7.038727, 0.494072], [-3.545925, -6.766199, -1.166912], [-5.176785, -4.976783, -0.251723], [-3.646837, -4.433056, -0.870878], [-2.484879, -5.798735, 2.580621], [-1.886793, -4.404084, 1.739229], [0.440160, 6.251754, 0.353411], [0.705721, 5.355703, -0.837186], [0.949368, 4.015694, -0.213020], [0.668091, 4.191293, 1.181473], [0.880308, 5.475660, 1.578882], [-0.622971, 6.461890, 0.470474], [1.008188, 7.180557, 0.300754], [1.491150, 5.716110, -1.501484], [-0.224133, 5.304388, -1.403625], [1.961588, 3.649754, -0.385094], [0.302862, 3.231240, -0.606410], [1.937972, 5.532890, 1.836106], [0.407725, 5.704955, 2.533976], [-1.595403, 2.017894, 3.694766], [-2.983453, 1.355182, 4.026970], [-3.355340, 0.608419, 2.719388], [-2.810707, 1.503619, 1.727798], [-1.678603, 2.226723, 2.183982], [-0.791236, 1.324205, 3.940175], [-1.490723, 2.980603, 4.195084], [-3.651927, 2.145736, 4.367957], [-2.917283, 0.630119, 4.838141], [-4.386738, 0.465110, 2.397235], [-2.857101, -0.358470, 2.648847], [-1.901934, 3.197101, 1.740595], [-0.725525, 1.935035, 1.742791], [1.095446, -3.108563, -4.874438], [2.082282, -2.561976, -3.957306], [1.302662, -1.688404, -2.986107], [0.071438, -1.371914, -3.691166], [0.285431, -1.802202, -5.045185], [0.448780, -3.820835, -4.362016], [1.376792, -3.557025, -5.827242], [2.860552, -2.001925, -4.475709], [2.605793, -3.403399, -3.503389], [1.963510, -0.843343, -2.793047], [1.114959, -2.283722, -2.092537], [0.639088, -0.959557, -5.639309], [-0.653871, -1.972635, -5.571285], [2.788387, 2.869625, 3.474078], [3.153746, 1.660954, 4.261834], [4.412985, 2.128748, 5.084539], [5.101391, 2.925471, 4.105277], [4.079485, 3.637217, 3.408289], [2.083228, 3.540383, 3.964930], [2.316448, 2.649718, 2.516467], [3.276175, 0.783431, 3.626962], [2.339830, 1.452782, 4.956329], [5.073519, 1.300718, 5.341753], [4.160196, 2.643458, 6.011512], [4.505081, 3.796009, 2.417456], [4.001413, 4.538930, 4.015671], [6.741214, -0.443039, 1.261609], [6.950805, -0.243518, -0.244118], [7.064276, 1.270440, -0.313237], [6.041755, 1.671815, 0.514367], [5.704313, 0.649091, 1.459789], [7.655273, -0.167317, 1.787522], [6.475625, -1.447447, 1.591352], [6.084844, -0.504969, -0.852291], [7.862516, -0.757226, -0.549046], [6.793638, 1.515470, -1.340281], [8.065954, 1.595562, -0.032082], [4.730086, 0.212008, 1.240825], [5.820905, 0.926807, 2.507350]], "atomic_forces_ev_per_a": [[-0.6033, -0.3978, -0.3880], [1.3436, -0.1905, -2.6858], [-0.6256, 2.4055, 4.0260], [-0.7333, 0.0690, -2.9927], [1.6006, -2.3807, 2.9234], [-0.6357, 0.5636, -0.3741], [-0.7244, -0.1425, -0.7712], [0.0204, -0.0412, -0.0644], [0.2121, -0.0770, -0.0105], [-0.2203, 0.3013, 0.0967], [-0.3131, 0.2619, 0.4649], [-0.2631, -0.0425, -0.1608], [0.0210, -0.3673, 0.3530], [0.8291, 0.0371, 0.2187], [0.1667, -0.0463, -0.6627], [-0.4829, 1.3573, 0.2887], [0.2167, -0.8178, -0.3150], [0.2051, -0.7854, 1.0271], [0.5325, 3.5707, -1.4708], [-0.9579, -2.4842, 2.0615], [-0.5454, -1.2368, -0.0048], [1.4713, 1.8217, -0.6477], [0.3720, 0.1587, 0.0312], [0.1107, -0.1421, 0.3357], [-0.0472, -0.0914, -0.2012], [0.1890, 0.0084, -0.4952], [-0.1947, 0.1145, -0.0695], [0.2611, -0.4929, -0.0558], [-0.6060, -0.9093, -0.4148], [-0.4759, -0.0909, -0.2028], [0.6677, 0.3834, -0.4295], [-1.0242, 0.1356, 0.7120], [0.6402, -2.4425, 1.3430], [-0.4299, -0.1459, 0.3155], [-1.6675, 2.3200, -1.9175], [1.9901, 0.2900, 0.1497], [-0.5773, 0.1621, 0.0265], [-0.0114, -0.0598, -0.1579], [-0.1553, -0.1872, 0.1293], [0.1299, 0.3074, 0.0072], [0.1320, -0.4911, 0.2200], [-0.2826, -0.2592, -0.1466], [0.0717, 0.0824, 0.1543], [-0.0008, -0.0855, -0.0313], [0.3390, 0.4192, -0.2727], [-0.6927, 1.0017, -0.3452], [0.3007, 0.3922, -1.3215], [1.5272, -0.2972, 1.8085], [-2.6834, -0.8509, -4.2673], [1.2983, 0.2399, 3.4959], [2.3073, 0.9635, 0.8119], [-1.1290, -0.8229, -1.3142], [0.4512, -0.2083, 0.1216], [0.0200, 0.0093, -0.3102], [-0.0574, 0.3174, 0.0796], [-0.3802, -0.7535, 0.9961], [-0.5769, -0.2625, 0.0550], [-0.1259, -0.2094, 0.2276], [0.1784, 0.5048, 0.1512], [-0.4572, -0.0439, -0.2042], [0.0540, -0.1059, 0.5223], [0.1428, -1.0936, 0.7620], [-1.0603, -1.1888, -1.0198], [-0.3295, 1.1547, 1.9264], [0.5336, 0.1553, -1.4446], [3.0886, 2.4211, -1.3766], [-2.5198, -1.9717, 1.8607], [-0.3029, 0.4944, -0.0476], [-0.4995, 0.3774, -0.4237], [-0.3767, -0.1444, 0.1214], [0.3524, -0.1956, -0.5021], [0.1767, -0.1048, 0.1693], [-0.0029, 0.1306, 0.0798], [0.5135, 0.8418, -0.8009], [0.1594, -0.7583, 0.1800], [0.0428, 0.3660, 0.8503], [-0.7672, -0.4685, -0.2356], [2.4079, 0.2948, 0.8069], [-2.7767, -2.4026, -0.7814], [0.3663, 2.2866, -0.9406], [1.9079, 0.7706, 0.3939], [-0.5566, 0.1370, -0.1710], [0.1180, -0.2016, 0.1720], [0.1387, -0.3585, 0.0808], [-0.1058, 0.0909, 0.0512], [0.1398, -0.0886, -0.1450], [-0.8544, -0.0949, -0.3302], [-0.0563, -0.0092, -0.1143], [-0.1103, -0.0288, 0.1691], [-0.0386, -0.2979, 0.2919], [0.2314, 0.1485, -0.2584], [0.8813, 0.7731, -0.4199], [-0.9886, -0.2970, -0.0492], [0.2263, 0.2592, 1.9367], [-0.4787, 1.0004, -0.4003], [0.2826, -0.6646, -0.3865], [0.1374, -0.0855, -0.5229], [0.2125, -0.4521, -0.3077], [-0.1905, -0.7698, 0.2172], [-0.0915, 0.0960, 0.0990], [0.4680, 0.0821, -0.1189], [-1.3284, 0.3782, 0.4928], [0.6897, -0.3602, -0.2853], [0.3974, 1.6891, 0.8888], [-0.8637, 0.3872, -0.6352], [0.2478, -0.6198, 0.5240], [-0.9072, -3.3530, -0.2056], [1.1701, 0.6816, -0.0605], [0.0468, 0.1760, -0.1687], [-0.3135, 0.2495, -0.1447], [0.0659, -0.1248, 0.1715], [0.1487, 0.0683, -0.3472], [0.3757, 0.1232, 0.2738], [-0.2304, 0.0146, 0.2051], [0.5885, 0.7391, -0.3209], [-0.6938, -0.1149, -0.2508], [-1.2718, -0.1375, -0.1167], [0.4269, -0.4642, 0.1353], [1.0154, 1.8339, -0.4103], [-0.3433, -1.1593, -0.7219], [-0.3198, -0.0627, -0.4223], [0.1105, 0.2866, 0.1312], [0.2264, -0.2740, 0.2940], [-0.4343, -0.1873, -0.4589], [0.1364, 0.1603, 0.1873], [-0.1343, 0.1540, 0.6400], [0.1982, -0.2473, 0.2487], [0.4486, 0.5848, 0.8432], [-0.0568, -0.4987, -0.3881], [-1.9123, 1.2032, -1.6739], [2.5318, -1.0879, 0.7450], [0.3751, -0.6808, -0.7676], [0.8840, -0.3554, 0.2013], [-1.5800, -0.4973, -0.2498], [-0.0822, 0.0146, -0.0328], [0.4996, 0.1622, 0.1279], [-0.1238, 0.1932, -0.1560], [0.2024, 0.2126, 0.6256], [-0.7172, 0.5173, 0.3658], [-0.4506, 0.4303, 0.2270], [1.2787, -0.1746, 0.0127], [-0.6297, -0.2797, 0.6201], [-0.5667, 0.8479, -0.6996], [-0.4013, -0.3602, 2.2083], [-0.1310, -1.1830, -1.9892], [-0.2191, -0.8271, 0.8401], [1.5705, 0.7732, 0.0498], [-0.2848, -0.3793, 0.3058], [0.3142, -0.0343, -0.1192], [0.5371, 0.0356, 0.1545], [-0.0478, -0.4184, 0.0410], [0.0031, -0.0151, 0.0369], [-0.1960, 0.4478, -0.1111], [-0.2894, 0.3788, -0.0454], [-0.3177, 0.6717, -0.6660], [-0.0696, 0.1672, -0.9973], [1.3948, -0.5545, 0.4523], [0.1526, -1.7552, -1.5089], [-1.4443, 1.1219, 1.7648], [0.7709, -0.9593, 0.7176], [0.1538, -0.0058, -0.0331], [-0.3321, 0.1099, -0.1276], [0.0248, -0.5042, 0.1258], [-0.1534, -0.0614, -0.5137], [0.4666, 0.7365, 0.0612], [0.0079, 0.4023, 0.1293], [-0.3280, 0.4196, 0.1092], [-0.6872, 0.9247, -0.1492]], "smiles": "CCOC(=O)OC.CCOC(=O)OC.CCOC(=O)OC.CCOC(=O)OC.CCOC(=O)OC.CCOC(=O)OC.C1CCOC1.C1CCOC1.C1CCOC1.C1CCOC1.C1CCOC1.C1CCOC1", "total_energy_ev": -100466.3091, "orbital_gap_ev": 9.60, "largest_force_ev_per_a": 5.11, "relative_energy_ev": 9.7007, "total_charge": 0}